C2F3KNO7S2 | ωB97M-V/def2-TZVPD

Each line ends with the natural charge from an NBO analysis.
Positions of all 16 atoms, in Å:
K  2.68410  0.23668  0.57468  0.98
S  -0.41704  -1.59101  -0.04175  2.51
S  -0.09609  0.56626  -1.97392  2.23
F  -1.34057  2.92271  -2.13022  -0.33
F  -2.65000  1.22592  -2.03901  -0.32
F  -1.61757  1.89298  -0.26411  -0.32
O  2.48705  -0.47601  3.33665  -0.56
O  1.15326  1.00654  -1.29832  -1.06
O  0.19182  -2.88968  -0.37890  -1.01
O  1.15805  -1.38502  4.98985  -0.49
O  -1.68434  -1.60107  0.73690  -1.00
O  0.02708  0.83085  -3.41185  -0.96
O  0.56608  -0.86265  0.79912  -1.16
N  -0.64082  -0.78976  -1.45572  -1.26
C  1.69265  -0.81668  4.13218  1.05
C  -1.51367  1.72993  -1.57558  0.72

Computed properties:
Total charge: -1
Highest occupied orbital energy in eV: -4.942
DFT total energy in Ha: -2353.7051
HOMO-LUMO gap in hartree: 0.2386